[1]
{
  "formula": "C28H26N4O5S",
  "method": "the ωB97M-V functional and the def2-TZVPD basis",
  "e_above_lowest_ev": 0.585,
  "spin_multiplicity": 1,
  "e_tot_ev": -56491.3492,
  "homo_energy_ev": -7.637,
  "total_charge": 0,
  "species": ["C", "C", "O", "C", "C", "C", "C", "N", "N", "C", "O", "C", "C", "C", "C", "C", "C", "S", "C", "N", "C", "C", "C", "C", "C", "C", "C", "N", "C", "C", "C", "C", "C", "O", "C", "C", "O", "O", "H", "H", "H", "H", "H", "H", "H", "H", "H", "H", "H", "H", "H", "H", "H", "H", "H", "H", "H", "H", "H", "H", "H", "H", "H", "H"],
  "xyz": [[-1.59690, 2.03234, 0.11202], [-1.25647, 0.55403, 0.24619], [-1.41712, 0.07132, 1.57194], [-0.44786, 0.30403, 2.49939], [0.73077, 0.99158, 2.29147], [1.66119, 1.14353, 3.32537], [2.88809, 1.87095, 3.06538], [3.11557, 2.27946, 1.88348], [4.21066, 2.95593, 1.54425], [4.39551, 3.39040, 0.24923], [5.31271, 4.12980, -0.02760], [3.37500, 2.87920, -0.70270], [2.71669, 3.76598, -1.54824], [1.70214, 3.32190, -2.37314], [1.34019, 1.97518, -2.38547], [0.22829, 1.47658, -3.18294], [-0.37878, 2.10946, -4.22717], [-1.67816, 1.16577, -4.85905], [-1.29958, -0.05720, -3.61774], [-2.06903, -1.16006, -3.56002], [-1.99403, -2.23036, -2.66328], [-3.00487, -3.18605, -2.70264], [-2.97888, -4.26320, -1.83768], [-1.95223, -4.41900, -0.91534], [-1.91854, -5.57900, 0.02712], [-0.94639, -3.45892, -0.88944], [-0.95665, -2.37807, -1.74850], [-0.30778, 0.25709, -2.86570], [2.04927, 1.08086, -1.58167], [3.05076, 1.52542, -0.74634], [1.39691, 0.59627, 4.57645], [0.22137, -0.10092, 4.79281], [-0.70036, -0.25102, 3.77160], [-1.91443, -0.88459, 3.94536], [-1.89348, -2.23268, 4.36356], [-2.03440, -3.18676, 3.16272], [-1.98406, -4.37882, 3.29574], [-2.22356, -2.59807, 1.99796], [-2.61489, 2.21450, 0.44747], [-1.50892, 2.32323, -0.93076], [-0.92131, 2.64578, 0.70293], [-0.24215, 0.35860, -0.11218], [-1.95164, -0.04872, -0.34331], [0.97848, 1.42076, 1.33547], [3.57704, 2.03862, 3.90011], [4.89895, 3.24514, 2.24498], [2.99065, 4.81015, -1.53101], [1.17427, 4.02776, -2.99577], [-0.13952, 3.04867, -4.68019], [-2.82850, -1.20405, -4.22467], [-3.81261, -3.08359, -3.41472], [-3.77280, -4.99457, -1.88285], [-2.03289, -5.23307, 1.05361], [-2.71633, -6.28393, -0.19167], [-0.96352, -6.09785, -0.04049], [-0.13838, -3.56372, -0.18065], [-0.16912, -1.64482, -1.72745], [1.79614, 0.03290, -1.62328], [3.58648, 0.82095, -0.12886], [2.10650, 0.71410, 5.38115], [0.01021, -0.52153, 5.76467], [-2.75410, -2.39101, 5.02131], [-0.98378, -2.49175, 4.91374], [-2.18913, -1.61478, 2.07029]]
}

---

[2]
{
  "formula": "C28H27BClN11O2PdSe",
  "method": "the ωB97M-V functional and the def2-TZVPD basis",
  "e_above_lowest_ev": 0.570,
  "spin_multiplicity": 2,
  "e_tot_ev": -131991.1578,
  "homo_energy_ev": [-3.126, -5.574],
  "total_charge": -1,
  "species": ["Pd", "C", "C", "C", "C", "N", "N", "B", "N", "C", "C", "C", "C", "N", "N", "C", "C", "C", "C", "N", "N", "C", "C", "C", "C", "N", "H", "H", "H", "H", "H", "H", "H", "H", "H", "H", "H", "H", "H", "H", "H", "H", "H", "H", "H", "H", "Se", "N", "C", "C", "C", "C", "N", "C", "N", "H", "H", "H", "Cl", "C", "C", "C", "C", "C", "C", "C", "O", "O", "H", "H", "H", "H"],
  "xyz": [[0.89403, -0.34126, 0.00913], [-0.39586, 4.02614, -1.12782], [-1.37278, 3.16874, -0.39188], [-2.77231, 3.32300, -0.30932], [-3.18646, 2.27892, 0.47599], [-2.09367, 1.56488, 0.84195], [-0.98283, 2.10635, 0.29371], [-1.98733, 0.22741, 1.60391], [-1.98228, -0.97590, 0.61133], [-2.95580, -1.86936, 0.38709], [-2.49687, -2.80110, -0.51406], [-1.18294, -2.41555, -0.81271], [-0.20186, -3.11933, -1.68815], [-0.90054, -1.29693, -0.14119], [-0.67191, 0.17459, 2.45003], [-0.62410, 0.40731, 3.76860], [0.64725, 0.14156, 4.21731], [1.35884, -0.27473, 3.08473], [2.77560, -0.74569, 3.06605], [0.55315, -0.23938, 2.02091], [-3.14345, 0.02425, 2.60641], [-4.10254, 0.82934, 3.12449], [-4.78141, 0.12355, 4.08665], [-4.15113, -1.13810, 4.11288], [-4.44152, -2.31924, 4.98613], [-3.16780, -1.18359, 3.23146], [-0.34846, 5.02688, -0.69329], [-0.69251, 4.12881, -2.17355], [0.59167, 3.57121, -1.09546], [-3.38547, 4.08618, -0.76258], [-4.18055, 1.98582, 0.76070], [-3.90350, -1.80126, 0.89175], [-3.02418, -3.65800, -0.89869], [-0.56188, -4.12179, -1.92004], [0.76407, -3.17476, -1.18996], [-0.04548, -2.56739, -2.60807], [-1.49726, 0.73928, 4.30723], [1.01641, 0.20710, 5.22752], [3.06558, -1.03696, 4.07521], [3.45268, 0.03737, 2.72480], [2.88610, -1.60400, 2.40581], [-4.22828, 1.84763, 2.80737], [-5.60881, 0.46139, 4.69128], [-5.36496, -2.17201, 5.54487], [-3.62590, -2.47546, 5.69393], [-4.52949, -3.22338, 4.38357], [4.09146, -3.40779, -0.42235], [5.46535, -2.24527, -0.41125], [4.93013, -1.04652, -0.19960], [5.63251, 0.16403, -0.07121], [4.90875, 1.32969, 0.18129], [3.53404, 1.30098, 0.29672], [2.82388, 0.16842, 0.19258], [3.47777, -0.99992, -0.05759], [2.82030, -2.14739, -0.11621], [6.71131, 0.16510, -0.15643], [5.42166, 2.27792, 0.27558], [2.96643, 2.20347, 0.47603], [0.80216, 0.32788, -8.72294], [1.04778, 0.37100, -6.99415], [1.83319, 1.37157, -6.44476], [2.00718, 1.40639, -5.06919], [1.40839, 0.45742, -4.24724], [0.63568, -0.54082, -4.82452], [0.44997, -0.59114, -6.19990], [1.55513, 0.60553, -2.73867], [2.12972, 1.60505, -2.32365], [1.02316, -0.35349, -2.06033], [2.29274, 2.11416, -7.08401], [2.60684, 2.17543, -4.60029], [0.16767, -1.27968, -4.19123], [-0.15645, -1.36452, -6.65270]]
}

---

[3]
{
  "formula": "C28H27BO4PPtSTe",
  "method": "the ωB97M-V functional and the def2-TZVPD basis",
  "e_above_lowest_ev": 1.039,
  "spin_multiplicity": 5,
  "e_tot_ev": -68997.0028,
  "homo_energy_ev": [-10.626, -10.605],
  "total_charge": 1,
  "species": ["Pt", "O", "C", "O", "C", "P", "C", "C", "C", "C", "C", "C", "C", "C", "C", "C", "C", "C", "H", "H", "H", "H", "H", "H", "H", "H", "H", "H", "H", "H", "C", "C", "C", "C", "C", "C", "C", "C", "O", "B", "O", "C", "C", "H", "H", "H", "H", "H", "H", "H", "H", "H", "H", "H", "H", "Te", "C", "C", "C", "C", "S", "H", "H", "H"],
  "xyz": [[-0.19749, 2.99151, -1.33336], [-2.14142, 5.07904, 1.34628], [-2.54943, 4.06783, 0.85704], [-2.14345, 3.58142, -0.33223], [-3.65331, 3.16912, 1.46566], [-3.42088, 1.66751, 0.47031], [-4.76754, 0.52628, 1.01331], [-4.73713, 0.07301, 2.33200], [-5.76617, -0.72946, 2.79486], [-6.80953, -1.08439, 1.94887], [-6.82761, -0.64380, 0.63537], [-5.80074, 0.16230, 0.16214], [-1.99594, 0.79690, 1.15277], [-1.10331, 1.38153, 2.05391], [-0.18109, 0.58305, 2.71118], [-0.11979, -0.77874, 2.45123], [-0.97446, -1.35263, 1.51679], [-1.90865, -0.57078, 0.86695], [-4.62059, 3.62262, 1.24130], [-3.58326, 3.00457, 2.53905], [-3.92037, 0.34315, 2.98918], [-5.74924, -1.07424, 3.82006], [-7.60882, -1.71032, 2.32148], [-7.64015, -0.92494, -0.02036], [-5.80369, 0.50665, -0.86503], [-1.14702, 2.43943, 2.28056], [0.49506, 1.02777, 3.42852], [0.58750, -1.39687, 2.98893], [-0.91801, -2.41285, 1.31041], [-2.59556, -1.01425, 0.15486], [4.77714, -3.32573, 1.83571], [4.95641, -2.66673, 0.46014], [4.37333, -3.60475, -0.60098], [6.45702, -2.49045, 0.17450], [4.28716, -1.29596, 0.44768], [4.62379, -0.34737, 1.42536], [4.04652, 0.91209, 1.49423], [3.09432, 1.21668, 0.54338], [2.32880, 2.33746, 0.37128], [1.50167, 2.09447, -0.71278], [1.75847, 0.81534, -1.21236], [2.75334, 0.28836, -0.43557], [3.34095, -0.95595, -0.51827], [5.25918, -4.30395, 1.83361], [3.71842, -3.46319, 2.06352], [5.22496, -2.73352, 2.63245], [4.84241, -4.58447, -0.51433], [4.57002, -3.23086, -1.60660], [3.29751, -3.73024, -0.46645], [6.93882, -3.46767, 0.11751], [6.94887, -1.91529, 0.95851], [6.60605, -1.98274, -0.77906], [5.38115, -0.59804, 2.15568], [4.32746, 1.61590, 2.26555], [3.05926, -1.61928, -1.32206], [-2.00318, 1.70514, -2.89090], [-1.37109, 1.77181, -4.86144], [-2.01475, 1.26941, -5.97546], [-1.32671, 1.54465, -7.16526], [-0.17383, 2.25718, -6.95084], [0.09365, 2.58943, -5.30465], [-2.94562, 0.72320, -5.92856], [-1.65799, 1.23785, -8.14526], [0.52864, 2.60681, -7.69029]]
}

---

[4]
{
  "formula": "C28H27DyN3SSi",
  "method": "the ωB97M-V functional and the def2-TZVPD basis",
  "e_above_lowest_ev": 0.270,
  "spin_multiplicity": 6,
  "e_tot_ev": -76727.6626,
  "homo_energy_ev": [-9.944, -7.671],
  "total_charge": 1,
  "species": ["C", "C", "C", "H", "C", "C", "H", "H", "H", "H", "Dy", "C", "H", "H", "H", "Si", "C", "C", "H", "C", "H", "C", "H", "C", "H", "C", "H", "C", "C", "H", "C", "H", "C", "H", "C", "H", "C", "H", "H", "H", "N", "C", "C", "C", "C", "C", "C", "N", "C", "C", "C", "S", "C", "N", "H", "H", "H", "H", "H", "H", "H"],
  "xyz": [[-0.68839, 0.21624, 2.12099], [-2.03064, -0.19866, 1.87130], [-2.01710, -1.56328, 1.41193], [-2.91638, 0.41701, 2.02045], [-0.65957, -1.95640, 1.27847], [0.14342, -0.87246, 1.73664], [1.19541, -0.91070, 1.92782], [-0.38893, 1.17696, 2.56174], [-2.87599, -2.22071, 1.28414], [-0.31905, -2.89025, 0.85476], [-0.91935, -0.22922, -0.45619], [-1.16208, 1.19445, -5.37197], [-2.17697, 1.46173, -4.96364], [-1.37759, 0.02640, -5.39675], [-0.69103, 2.21171, -5.07400], [-3.41246, -0.51731, -1.39951], [-4.07879, 0.04968, -3.19890], [-4.94926, 1.11812, -2.97198], [-5.00650, 1.58742, -1.98283], [-5.78059, 1.56752, -4.00336], [-6.46810, 2.37203, -3.76497], [-5.71698, 1.02558, -5.28272], [-6.35240, 1.42376, -6.07223], [-4.86585, -0.04870, -5.50071], [-4.81990, -0.47073, -6.50413], [-4.09092, -0.59016, -4.47298], [-3.54009, -1.51439, -4.66184], [-4.16167, -2.16413, -1.63328], [-5.42600, -2.27564, -2.24021], [-5.73998, -1.50023, -2.93650], [-6.26925, -3.31245, -1.86677], [-7.29170, -3.33483, -2.21743], [-5.79334, -4.32226, -1.03077], [-6.49504, -5.07422, -0.66288], [-4.43005, -4.37601, -0.69212], [-4.06949, -5.25732, -0.13967], [-3.58357, -3.29990, -1.01573], [-2.51985, -3.27135, -0.74531], [-1.08839, 1.39610, -6.45750], [-0.19323, 0.74490, -4.99299], [3.88952, -0.07419, -0.46273], [4.06780, 0.83057, 0.56313], [5.22628, 1.10997, 1.26941], [5.10182, 1.82320, 2.47538], [3.81522, 2.17559, 2.95114], [2.64684, 1.87193, 2.21571], [2.77185, 1.19182, 0.99053], [1.84863, 0.53152, 0.16197], [2.57479, -0.25792, -0.67387], [2.05384, -1.31710, -1.51389], [2.78540, -2.21901, -2.25832], [1.73029, -3.43997, -2.93029], [0.36727, -2.70197, -2.13506], [0.66677, -1.55660, -1.47451], [4.62908, -0.53832, -0.98800], [6.19816, 0.78695, 0.89032], [5.98878, 2.09874, 3.06437], [3.70884, 2.69810, 3.91308], [1.64586, 2.12842, 2.58450], [3.85985, -2.14148, -2.45043], [-0.65999, -3.06007, -2.21777]]
}